ORCA calculation (ωB97M-V with the def2-TZVPD basis set) on 10 unconnected molecules or ions with the total composition C10H40N20O10 in a non-equilibrium geometry.

Summary:
* net charge: 0
* LUMO: 0.1 eV
* SMILES string: NC(N)=O.NC(N)=O.NC(N)=O.NC(N)=O.NC(N)=O.NC(N)=O.NC(N)=O.NC(N)=O.NC(N)=O.NC(N)=O
* energy above the lowest of the compared OMol25 structures with the same formula, charge and spin: 142.3 kJ/mol
* calculated total energy: -61306.2936 eV

Each line ends with the Mulliken charge.
Geometry (Å):
N  0.13  -1.85  -5.08  -0.24
C  -0.69  -1.72  -6.13  0.68
N  -0.25  -2.33  -7.29  -0.40
O  -1.88  -1.43  -6.07  -0.64
H  -0.06  -1.77  -4.10  0.16
H  0.89  -2.47  -5.32  0.09
H  -0.84  -2.38  -8.09  0.21
H  0.65  -2.78  -7.19  0.16
N  -0.10  0.47  1.14  0.31
C  0.15  0.73  -0.17  0.34
N  0.68  -0.31  -0.86  0.04
O  -0.22  1.77  -0.73  -0.43
H  0.08  -0.43  1.56  0.14
H  -0.20  1.32  1.68  -0.04
H  0.83  -1.17  -0.35  0.01
H  1.09  -0.18  -1.76  0.21
N  0.72  -1.75  6.27  -0.32
C  0.06  -2.18  5.18  0.68
N  0.36  -1.45  4.10  0.06
O  -0.66  -3.19  5.24  -0.77
H  0.48  -2.05  7.20  0.22
H  1.40  -1.02  6.16  0.18
H  -0.08  -1.73  3.24  -0.10
H  0.79  -0.55  4.22  0.10
N  3.70  -2.46  -3.37  -0.30
C  3.18  -2.85  -2.19  0.62
N  2.95  -4.17  -2.04  -0.44
O  2.89  -2.03  -1.31  -0.61
H  4.11  -1.53  -3.48  0.23
H  4.14  -3.23  -3.84  0.18
H  2.35  -4.33  -1.25  0.24
H  3.34  -4.85  -2.66  0.16
N  -3.40  0.72  0.78  -0.29
C  -3.91  -0.17  1.67  0.56
N  -5.11  0.20  2.19  -0.41
O  -3.39  -1.25  1.93  -0.61
H  -3.91  1.58  0.80  0.17
H  -2.44  0.72  0.46  0.18
H  -5.59  1.05  1.96  0.14
H  -5.69  -0.49  2.62  0.24
N  3.01  1.00  -2.01  -0.33
C  3.44  0.93  -3.30  0.50
N  2.51  1.39  -4.17  -0.33
O  4.47  0.35  -3.63  -0.77
H  2.11  1.35  -1.76  0.07
H  3.49  0.39  -1.36  0.25
H  2.66  1.02  -5.09  0.18
H  1.77  2.06  -4.04  0.20
N  0.70  1.59  4.59  -0.35
C  0.05  1.52  5.79  0.63
N  -1.18  2.11  5.68  -0.39
O  0.58  1.07  6.80  -0.69
H  1.68  1.36  4.64  0.29
H  0.24  2.10  3.86  0.16
H  -1.44  2.66  4.88  0.19
H  -1.53  2.42  6.58  0.24
N  -1.28  3.53  -2.65  -0.35
C  -1.03  2.88  -3.79  0.60
N  -1.27  1.56  -3.75  -0.18
O  -0.51  3.40  -4.79  -0.69
H  -1.67  3.00  -1.90  0.14
H  -0.74  4.37  -2.51  0.19
H  -1.75  1.11  -2.99  0.12
H  -0.99  1.01  -4.54  0.11
N  -0.81  -4.07  0.26  -0.44
C  -0.31  -3.43  1.38  0.78
N  -0.66  -4.13  2.47  -0.37
O  0.21  -2.31  1.33  -0.86
H  -1.33  -4.91  0.39  0.16
H  -0.93  -3.55  -0.59  0.20
H  -0.29  -3.90  3.39  0.08
H  -0.98  -5.08  2.36  0.17
N  -0.64  5.60  2.56  -0.43
C  -0.50  4.41  1.92  0.49
N  -0.47  4.45  0.59  -0.26
O  -0.55  3.33  2.53  -0.64
H  -0.74  6.45  2.03  0.16
H  -0.67  5.60  3.56  0.21
H  -0.55  5.30  0.06  0.17
H  -0.64  3.56  0.14  0.08